No. 1
# C43H34F15OSi

A 2-piece molecular cluster, C43H34F15OSi overall in a non-equilibrium geometry (wB97M-V/def2-TZVPD, the OMol25 dataset).

Geometry (Å):
C (1.0113, -2.4595, 0.3732)
C (0.9369, -1.3328, 1.3405)
C (0.0859, -0.2949, 1.0963)
O (1.6215, -1.3747, 2.5214)
Si (3.2044, -1.7340, 2.9903)
C (3.5491, -0.8898, 4.6210)
C (4.7792, -0.3303, 4.9811)
F (5.8325, -0.4320, 4.1301)
C (4.9895, 0.3324, 6.1914)
F (6.1920, 0.8650, 6.4975)
C (3.9333, 0.4415, 7.0965)
F (4.0995, 1.1163, 8.2517)
C (2.7071, -0.1562, 6.8001)
F (1.6931, -0.0887, 7.6877)
C (2.5467, -0.8297, 5.5885)
F (1.3738, -1.4776, 5.3664)
C (3.7576, -3.5033, 3.2940)
C (5.0934, -3.9161, 3.2081)
F (6.0521, -3.0087, 2.8962)
C (5.5162, -5.2246, 3.4466)
F (6.8166, -5.5725, 3.3332)
C (4.5723, -6.1787, 3.8260)
F (4.9519, -7.4529, 4.0508)
C (3.2396, -5.7959, 3.9938)
F (2.3363, -6.6999, 4.4287)
C (2.8598, -4.4774, 3.7325)
F (1.5598, -4.1276, 3.9311)
C (4.2416, -0.9952, 1.6170)
C (4.3624, 0.3911, 1.5314)
F (3.6787, 1.1657, 2.4245)
C (5.0600, 1.0170, 0.5054)
F (5.1212, 2.3612, 0.4337)
C (5.6253, 0.2373, -0.5020)
F (6.2558, 0.8293, -1.5316)
C (5.4520, -1.1444, -0.4954)
F (5.8855, -1.8813, -1.5345)
C (4.7405, -1.7308, 0.5451)
F (4.4255, -3.0563, 0.4398)
H (0.5566, -2.1283, -0.5691)
H (2.0370, -2.7784, 0.1631)
H (0.4315, -3.3267, 0.7202)
H (0.0108, 0.5418, 1.7913)
H (-0.5461, -0.3565, 0.2060)
C (-4.9584, 2.5800, -7.4645)
C (-4.7200, 1.8106, -6.2033)
C (-5.3169, 2.2212, -5.0149)
C (-5.1693, 1.5081, -3.8277)
C (-5.9610, 2.0343, -2.6592)
C (-4.3357, 0.3701, -3.8067)
C (-4.1730, -0.4639, -2.5310)
C (-5.4797, -1.2082, -2.1930)
C (-3.6227, 0.3317, -1.2932)
C (-2.1906, 0.6790, -1.3137)
C (-1.5876, 1.7950, -0.7099)
C (-0.3554, 2.3151, -1.2636)
C (0.1118, 1.9109, -2.6293)
C (0.4144, 3.1916, -0.5235)
C (0.0012, 3.6587, 0.7317)
C (0.8925, 4.5656, 1.5183)
C (-1.2458, 3.2518, 1.2198)
C (-2.0493, 2.3433, 0.5466)
C (-3.3329, 1.9503, 1.2034)
C (-3.7547, -0.0779, -5.0137)
C (-2.9604, -1.3599, -5.0957)
C (-3.9313, 0.6612, -6.1813)
H (-4.4204, 2.1258, -8.3009)
H (-6.0302, 2.5909, -7.6995)
H (-4.6332, 3.6221, -7.3565)
H (-5.9507, 3.1080, -5.0168)
H (-6.0534, 1.3398, -1.8212)
H (-5.5299, 2.9799, -2.2878)
H (-6.9868, 2.2730, -2.9883)
H (-3.4047, -1.2203, -2.7332)
H (-5.8035, -1.8217, -3.0437)
H (-5.3347, -1.8685, -1.3300)
H (-6.3075, -0.5286, -1.9610)
H (-4.2501, 1.2151, -1.1537)
H (-3.7816, -0.2967, -0.3998)
H (-1.5764, 0.0043, -1.9291)
H (1.0128, 2.4828, -2.8888)
H (0.3583, 0.8416, -2.6616)
H (-0.6454, 2.1213, -3.3978)
H (1.3522, 3.5502, -0.9546)
H (0.4205, 4.8493, 2.4632)
H (1.8487, 4.0774, 1.7500)
H (1.1142, 5.4664, 0.9327)
H (-1.6047, 3.6620, 2.1670)
H (-3.3180, 2.3016, 2.2442)
H (-4.2099, 2.4193, 0.7328)
H (-3.4740, 0.8650, 1.2182)
H (-2.6128, -1.5196, -6.1243)
H (-2.0694, -1.3346, -4.4528)
H (-3.5662, -2.2347, -4.8173)
H (-3.4682, 0.3169, -7.1045)

For the largest force on an atom, the calculation gives 2.13 eV/A. As for the total charge: +1. The orbital gap comes out at 5.68 eV. For the HOMO energy, the calculation gives -0.4080 hartree.

Atomic charges from the Löwdin analysis, expressed in e, are listed below: number 1, C, carries -0.02; number 2, C, carries -0.41; number 3, C, carries 0.08; number 4, O, carries -0.09; number 5, Si, carries 0.76; number 6, C, carries -0.06; number 7, C, carries -0.18; number 8, F, carries 0.09; number 9, C, carries -0.11; number 10, F, carries 0.12; number 11, C, carries -0.10; number 12, F, carries 0.13; number 13, C, carries -0.11; number 14, F, carries 0.12; number 15, C, carries -0.18; number 16, F, carries 0.09; number 17, C, carries -0.06; number 18, C, carries -0.18; number 19, F, carries 0.09; number 20, C, carries -0.11; number 21, F, carries 0.12; number 22, C, carries -0.10; number 23, F, carries 0.13; number 24, C, carries -0.11; number 25, F, carries 0.12; number 26, C, carries -0.18; number 27, F, carries 0.08; number 28, C, carries -0.07; number 29, C, carries -0.18; number 30, F, carries 0.08; number 31, C, carries -0.12; number 32, F, carries 0.11; number 33, C, carries -0.10; number 34, F, carries 0.13; number 35, C, carries -0.12; number 36, F, carries 0.13; number 37, C, carries -0.18; number 38, F, carries 0.08; number 39, H, carries 0.08; number 40, H, carries 0.08; number 41, H, carries 0.10; number 42, H, carries 0.08; number 43, H, carries 0.04; number 44, C, carries -0.05; number 45, C, carries -0.26; number 46, C, carries -0.01; number 47, C, carries -0.20; number 48, C, carries -0.05; number 49, C, carries -0.12; number 50, C, carries -0.29; number 51, C, carries -0.03; number 52, C, carries -0.12; number 53, C, carries 0.11; number 54, C, carries -0.13; number 55, C, carries -0.17; number 56, C, carries -0.02; number 57, C, carries 0.02; number 58, C, carries -0.20; number 59, C, carries -0.01; number 60, C, carries 0.01; number 61, C, carries -0.16; number 62, C, carries -0.02; number 63, C, carries -0.21; number 64, C, carries -0.05; number 65, C, carries 0.00; number 66, H, carries 0.08; number 67, H, carries 0.09; number 68, H, carries 0.09; number 69, H, carries 0.13; number 70, H, carries 0.05; number 71, H, carries 0.10; number 72, H, carries 0.10; number 73, H, carries 0.11; number 74, H, carries 0.10; number 75, H, carries 0.09; number 76, H, carries 0.07; number 77, H, carries 0.09; number 78, H, carries 0.15; number 79, H, carries 0.14; number 80, H, carries 0.09; number 81, H, carries 0.09; number 82, H, carries 0.10; number 83, H, carries 0.14; number 84, H, carries 0.09; number 85, H, carries 0.10; number 86, H, carries 0.11; number 87, H, carries 0.13; number 88, H, carries 0.10; number 89, H, carries 0.11; number 90, H, carries 0.09; number 91, H, carries 0.08; number 92, H, carries 0.07; number 93, H, carries 0.09; number 94, H, carries 0.12


No. 2
# C6H28NO6

A 7-piece molecular cluster, C6H28NO6 overall in a non-equilibrium geometry (wB97M-V/def2-TZVPD, the OMol25 dataset).

Geometry (Å):
C (2.2866, -0.0286, 0.9311)
C (0.7474, -0.3394, 0.7441)
C (-0.0988, 0.9396, 0.6067)
C (-0.0238, 1.9745, 1.8586)
C (1.0835, 3.0768, 1.8287)
C (-0.1025, 1.0394, 3.1178)
N (0.4383, -1.2022, -0.5375)
H (2.4907, 1.0692, 0.8268)
H (2.6729, -0.3308, 1.9730)
H (2.7848, -0.5608, 0.1168)
H (0.3698, -1.0028, 1.6286)
H (-1.2290, 0.5767, 0.6284)
H (0.1550, 1.4132, -0.2584)
H (-0.9365, 2.5173, 1.6886)
H (1.9355, 2.8492, 1.3067)
H (1.5762, 3.0876, 2.8317)
H (0.4004, 3.9723, 1.6394)
H (0.7941, 0.4735, 3.2774)
H (-0.1944, 1.6154, 3.9925)
H (-0.8376, 0.3171, 3.0220)
H (0.4052, -0.6213, -1.3794)
H (1.1580, -1.9442, -0.7724)
H (-0.3639, -1.6625, -0.2611)
H (4.0841, -0.3082, -1.7790)
H (3.4961, -1.3561, -2.7858)
O (3.6825, -1.0535, -1.9476)
H (-1.5542, -2.9549, 2.6764)
H (-2.1914, -2.1603, 1.4410)
O (-1.4392, -2.5327, 1.8212)
H (1.9142, 0.1273, -3.2420)
H (1.2991, 1.5190, -3.6549)
O (1.1046, 0.7471, -3.1940)
H (-2.7656, -0.3279, -2.1269)
H (-3.9860, -0.2781, -1.3228)
O (-3.0658, -0.6920, -1.2787)
H (-2.1228, 0.1450, -4.3597)
H (-0.7858, 0.3077, -3.5732)
O (-1.6989, 0.0058, -3.4725)
H (-4.2159, -2.1041, -0.9661)
H (-3.3568, -3.5071, -0.7357)
O (-3.9102, -2.8062, -0.3097)

As for the energy relative to the best compared isomer or geometry (same formula, charge and spin): 313.8 kJ/mol. For the largest force on an atom, the calculation gives 7.44 eV/A. As for the total charge: +1. The orbital gap comes out at 10.04 eV. For the HOMO energy, the calculation gives -0.4797 hartree.

Atomic charges from the natural (NBO) analysis, expressed in e, are listed below: number 1, C, carries -0.66; number 2, C, carries -0.05; number 3, C, carries -0.43; number 4, C, carries -0.18; number 5, C, carries -0.64; number 6, C, carries -0.61; number 7, N, carries -0.70; number 8, H, carries 0.22; number 9, H, carries 0.25; number 10, H, carries 0.23; number 11, H, carries 0.27; number 12, H, carries 0.23; number 13, H, carries 0.20; number 14, H, carries 0.21; number 15, H, carries 0.21; number 16, H, carries 0.22; number 17, H, carries 0.24; number 18, H, carries 0.19; number 19, H, carries 0.22; number 20, H, carries 0.21; number 21, H, carries 0.44; number 22, H, carries 0.44; number 23, H, carries 0.45; number 24, H, carries 0.48; number 25, H, carries 0.48; number 26, O, carries -0.95; number 27, H, carries 0.50; number 28, H, carries 0.50; number 29, O, carries -0.99; number 30, H, carries 0.49; number 31, H, carries 0.50; number 32, O, carries -0.98; number 33, H, carries 0.50; number 34, H, carries 0.47; number 35, O, carries -0.97; number 36, H, carries 0.49; number 37, H, carries 0.50; number 38, O, carries -0.99; number 39, H, carries 0.49; number 40, H, carries 0.48; number 41, O, carries -0.98


No. 3
# C4H4N2O

One molecule with the formula C4H4N2O (wB97M-V/def2-TZVPD, the OMol25 dataset).

Geometry (Å):
O (2.0396, -1.2491, 0.9028)
C (1.2304, -0.7656, 0.1448)
C (1.1336, 0.6754, -0.1482)
C (-0.1123, 1.1688, -0.0564)
N (-1.1757, 0.2837, 0.0384)
C (-0.9660, -1.0412, -0.2519)
N (0.1957, -1.5633, -0.3836)
H (2.0154, 1.3019, -0.2196)
H (-0.3635, 2.2244, -0.0562)
H (-2.0679, 0.5894, 0.3894)
H (-1.8575, -1.6561, -0.3627)

As for the energy relative to the best compared isomer or geometry (same formula, charge and spin): 49.1 kJ/mol. For the largest force on an atom, the calculation gives 0.56 eV/A. Its SMILES is O=c1cc[nH]cn1. The orbital gap comes out at 9.89 eV. For the HOMO energy, the calculation gives -0.3465 hartree.

Atomic charges from the natural (NBO) analysis, expressed in e, are listed below: number 1, O, carries -0.55; number 2, C, carries 0.61; number 3, C, carries -0.35; number 4, C, carries 0.01; number 5, N, carries -0.58; number 6, C, carries 0.28; number 7, N, carries -0.49; number 8, H, carries 0.24; number 9, H, carries 0.22; number 10, H, carries 0.42; number 11, H, carries 0.19


No. 4
# C14H16BiN4O5S2

C14H16BiN4O5S2 as an isolated structure in a non-equilibrium geometry (wB97M-V/def2-TZVPD, the OMol25 dataset).

Geometry (Å):
Bi (0.4557, -0.6609, -0.6094)
O (3.9098, -2.7348, -0.1448)
C (2.5887, -2.4914, -0.1849)
O (2.0971, -1.5127, 0.3535)
C (1.7693, -3.4654, -0.9355)
O (0.5202, -2.7671, -0.8481)
C (0.0673, -2.2645, -2.1259)
C (1.0319, -1.2445, -2.7692)
O (0.8108, -1.0114, -3.9942)
O (1.9593, -0.8145, -2.0270)
H (4.2161, -1.8457, 0.1351)
H (1.6942, -4.4028, -0.3811)
H (2.1210, -3.6155, -1.9588)
H (-0.8936, -1.7692, -1.9551)
H (-0.0993, -3.1133, -2.7982)
N (0.1294, -1.1914, 1.4795)
C (0.6445, -0.0629, 2.2502)
C (1.9711, 0.4222, 1.6491)
N (1.7689, 0.8430, 0.2654)
H (-0.8693, -1.3800, 1.7248)
H (0.7081, -2.0357, 1.6952)
H (0.7887, -0.3622, 3.2935)
H (-0.0907, 0.7498, 2.2370)
H (2.7112, -0.3856, 1.6770)
H (2.3695, 1.2568, 2.2355)
H (2.6860, 0.9512, -0.2248)
H (1.2618, 1.7580, 0.2647)
S (-1.9709, -0.9760, -0.7484)
C (-2.3809, 0.7374, -0.5014)
C (-3.2495, 1.0460, 0.5213)
C (-3.3649, 2.3718, 0.8790)
C (-2.7828, 2.5043, 2.1935)
N (-2.3196, 2.5827, 3.2512)
C (-2.9749, 3.4056, 0.0306)
C (-2.0307, 3.1124, -0.9585)
C (-1.6717, 1.7686, -1.1628)
S (-0.2395, 1.2907, -2.1156)
C (-3.5226, 4.7277, 0.2087)
N (-4.0508, 5.7559, 0.2817)
H (-3.5997, 0.2457, 1.1632)
H (-1.5575, 3.9173, -1.5087)
H (-0.6120, 0.6603, 0.1627)

For the largest force on an atom, the calculation gives 11.54 eV/A. As for the total charge: -1. The orbital gap (alpha / beta) comes out at 4.09 / 4.10 eV. For the HOMO energy (alpha / beta), the calculation gives -0.0813 / -0.0816 hartree.

Atomic charges from the natural (NBO) analysis, expressed in e, are listed below: number 1, Bi, carries 1.60; number 2, O, carries -0.66; number 3, C, carries 0.79; number 4, O, carries -0.70; number 5, C, carries -0.18; number 6, O, carries -0.58; number 7, C, carries -0.37; number 8, C, carries 0.70; number 9, O, carries -0.63; number 10, O, carries -0.82; number 11, H, carries 0.49; number 12, H, carries 0.21; number 13, H, carries 0.24; number 14, H, carries 0.28; number 15, H, carries 0.21; number 16, N, carries -0.87; number 17, C, carries -0.25; number 18, C, carries -0.25; number 19, N, carries -0.87; number 20, H, carries 0.43; number 21, H, carries 0.38; number 22, H, carries 0.19; number 23, H, carries 0.26; number 24, H, carries 0.21; number 25, H, carries 0.19; number 26, H, carries 0.40; number 27, H, carries 0.44; number 28, S, carries -0.36; number 29, C, carries -0.14; number 30, C, carries -0.19; number 31, C, carries -0.21; number 32, C, carries 0.31; number 33, N, carries -0.44; number 34, C, carries -0.16; number 35, C, carries -0.21; number 36, C, carries -0.10; number 37, S, carries -0.32; number 38, C, carries 0.30; number 39, N, carries -0.37; number 40, H, carries 0.22; number 41, H, carries 0.23; number 42, H, carries -0.40